Formula: C25H94F6INO31Si
Source: the OMol25 dataset
Level of theory: ωB97M-V with the def2-TZVPD basis set

Geometry (Å):
C  3.2462  -4.9339  1.0546
Si  2.6052  -3.2111  0.4667
C  4.0610  -1.9743  0.8524
C  1.1036  -2.5656  1.4537
C  -0.2309  -3.4668  1.3425
C  -1.5131  -2.4492  1.3395
C  -2.3512  -2.5235  -0.0452
C  -3.4733  -1.3831  -0.1692
C  -2.8552  0.1066  -0.2754
C  -1.8586  0.3242  -1.5278
C  -0.3042  0.4764  -1.0431
C  0.1664  2.0382  -0.9076
I  -1.4039  3.4549  -0.3738
C  0.4360  2.3945  -2.4806
N  1.8348  1.9491  -2.8977
C  2.4542  1.5727  -1.5907
O  3.4179  0.7747  -1.5779
C  1.6722  2.2839  -0.3434
C  1.9871  1.3631  0.9287
C  0.8506  1.3742  2.0618
C  1.4501  1.5674  3.5508
F  2.5649  0.6856  3.7462
F  1.8838  2.9196  3.7654
F  0.5126  1.2321  4.5713
C  2.2797  3.7762  -0.4091
O  3.1863  4.1136  0.6789
C  4.5361  3.9484  0.3265
F  4.9328  2.5783  0.2028
F  5.2926  4.4382  1.4390
F  4.9516  4.7315  -0.7812
C  2.3189  -3.0942  -1.4266
C  3.4280  -2.3867  -2.2950
C  3.2396  -2.2151  -3.8315
C  1.9783  -2.7185  -4.5938
C  0.8918  -3.4633  -3.7547
C  1.0924  -3.6296  -2.2046
H  2.4490  -5.7489  1.0488
H  3.6539  -4.7635  2.1227
H  4.1761  -5.2402  0.4371
H  5.0809  -2.4910  0.7892
H  3.8427  -1.5379  1.8909
H  4.0001  -1.1040  0.1079
H  0.8746  -1.4928  1.0810
H  1.4195  -2.4942  2.5573
H  -0.2799  -4.1494  0.4333
H  -0.2958  -4.0736  2.3192
H  -1.2030  -1.3662  1.5935
H  -2.2289  -2.8433  2.1513
H  -1.6465  -2.4703  -0.9595
H  -2.8935  -3.5337  -0.1358
H  -4.2366  -1.3810  0.6865
H  -4.0908  -1.5384  -1.1382
H  -3.6378  0.9381  -0.3033
H  -2.2332  0.2802  0.6774
H  -1.8799  -0.6623  -2.1356
H  -2.1791  1.1426  -2.2534
H  0.3124  -0.0977  -1.8231
H  -0.1875  -0.0421  -0.0345
H  -0.2440  1.8539  -3.2416
H  0.4704  3.5078  -2.7634
H  1.7012  0.9871  -3.2804
H  2.9763  1.6524  1.4497
H  2.1316  0.2749  0.5800
H  0.0973  2.2231  1.9285
H  0.2320  0.3986  2.1161
H  1.4072  4.5289  -0.3395
H  2.7152  3.9111  -1.4561
H  4.3909  -1.9615  -1.8608
H  4.0351  -1.6666  -4.4609
H  1.8050  -2.5761  -5.7169
H  -0.0461  -3.8484  -4.2921
H  0.2598  -4.1839  -1.6621
O  -4.2665  -0.1174  2.8284
H  -4.1161  -0.4629  3.7161
H  -5.0287  0.4696  2.9336
O  0.5413  3.6795  6.2913
H  0.1839  4.3708  5.7211
H  0.6719  2.9290  5.6964
O  -5.8894  2.5207  2.9815
H  -5.2009  2.9764  3.4859
H  -6.4009  3.2354  2.5837
O  -5.0338  1.5206  -1.7806
H  -5.3625  1.5530  -2.6874
H  -5.8043  1.7545  -1.2469
O  0.6178  -1.7694  4.4882
H  1.4550  -1.2874  4.5056
H  0.3766  -1.8514  5.4207
O  -1.5383  -6.1510  1.2479
H  -1.9130  -5.6297  1.9737
H  -1.1077  -6.8917  1.6904
O  -1.5499  -5.1010  4.0631
H  -1.9244  -4.5816  4.7847
H  -1.1192  -5.8418  4.5084
O  -5.9368  -2.1149  3.9037
H  -6.2639  -2.0804  2.9965
H  -6.7078  -1.8857  4.4391
O  -2.5615  1.9070  -4.5513
H  -2.9049  2.7740  -4.8227
H  -2.7049  1.3473  -5.3234
O  -3.5906  -4.4913  2.0161
H  -4.0034  -4.7361  1.1787
H  -4.2297  -3.8932  2.4252
O  -3.6534  6.4850  -0.9774
H  -3.2203  5.6534  -1.2078
H  -2.9462  7.0190  -0.5957
O  5.3361  1.7860  3.9078
H  5.0015  1.8104  3.0027
H  4.5725  2.0297  4.4451
O  -4.3738  -0.9306  6.2121
H  -3.4398  -1.1280  6.0706
H  -4.8353  -1.5469  5.6275
O  -3.7484  3.5966  -6.3122
H  -4.0888  4.4621  -6.5769
H  -3.8959  3.0423  -7.0886
O  2.9077  -5.1960  4.2005
H  2.5353  -4.6742  4.9236
H  3.3376  -5.9374  4.6444
O  -7.5277  0.4944  -1.0375
H  -6.7929  -0.0937  -0.8169
H  -8.2325  -0.1045  -1.3116
O  5.9951  -1.6307  -4.4319
H  6.4467  -2.4500  -4.6699
H  6.6921  -1.0799  -4.0504
O  -2.8010  2.7036  3.7283
H  -2.5027  2.8456  2.8205
H  -1.9845  2.6770  4.2425
O  4.5301  5.3308  -4.0438
H  4.6809  4.9883  -3.1536
H  3.7732  5.9212  -3.9412
O  -4.1763  4.7985  -8.9818
H  -4.9971  4.8099  -9.4899
H  -3.4964  4.6100  -9.6405
O  -1.3637  -3.4474  -5.7192
H  -1.7253  -2.5929  -5.9840
H  -1.4983  -4.0088  -6.4933
O  6.7465  1.3075  -4.3567
H  6.6125  1.8466  -5.1453
H  6.5614  1.9108  -3.6264
O  1.7935  6.1020  -1.9509
H  1.0965  6.7365  -2.1621
H  2.3219  6.5511  -1.2779
O  8.1171  2.3368  -0.6741
H  8.2697  1.9883  0.2130
H  7.3589  2.9240  -0.5672
O  -1.9566  5.9551  -5.8206
H  -2.4113  5.1326  -6.0474
H  -1.0209  5.7336  -5.8988
O  7.1266  -0.3438  1.9861
H  7.0045  0.1829  1.1865
H  6.9526  0.2784  2.7059
O  -5.2008  -0.2556  -4.6673
H  -4.7596  -1.0829  -4.8951
H  -4.4974  0.2856  -4.2813
O  -2.4669  -5.5593  6.9686
H  -2.8415  -5.0398  7.6912
H  -2.0359  -6.3001  7.4129
O  0.0009  -3.9515  6.4811
H  -0.3315  -3.9216  5.5724
H  -0.7689  -3.7312  7.0191

## Properties
- Electronic energy: -4582.2595 hartree
- 2S+1: 1

Formula: C26H104O26
Source: the OMol25 dataset
Level of theory: ωB97M-V with the def2-TZVPD basis set

Geometry (Å):
C  0.9913  2.8290  5.6629
O  0.4479  2.4798  4.3705
H  1.7239  2.1020  5.9467
H  1.5113  3.7976  5.6990
H  0.2190  2.9345  6.4442
H  -0.1340  3.1807  4.0686
C  3.2809  -4.3700  4.9357
O  2.9298  -4.2363  3.4981
H  2.5713  -3.6870  5.4594
H  3.0261  -5.3950  5.2563
H  4.3313  -4.1303  5.0273
H  2.2412  -3.5877  3.3931
C  -0.5844  1.5895  -2.2559
O  0.1882  2.3989  -3.1934
H  -0.8166  0.5883  -2.6414
H  0.0774  1.4265  -1.4162
H  -1.5496  2.1651  -1.9988
H  1.1139  2.0823  -3.2071
C  -2.9554  -1.8233  -1.9427
O  -3.0798  -0.5598  -1.2736
H  -3.7012  -2.5528  -1.6241
H  -3.1358  -1.6863  -3.0057
H  -1.9352  -2.2490  -1.8090
H  -3.2369  -0.6771  -0.3224
C  -5.4425  4.6916  -0.3888
O  -5.1172  4.2313  -1.6994
H  -5.9455  5.6337  -0.4965
H  -6.1501  4.0427  0.1703
H  -4.5019  4.7807  0.1283
H  -4.8333  3.3313  -1.7781
C  1.9176  -0.0994  -3.6793
O  2.3267  1.0959  -4.3219
H  2.2824  -0.1257  -2.6729
H  0.7924  -0.1003  -3.7144
H  2.1432  -1.0671  -4.1775
H  1.8855  1.2636  -5.1604
C  -4.9983  1.2371  -3.5516
O  -4.2878  1.6488  -2.4509
H  -5.5196  2.1335  -3.9736
H  -4.3668  0.7941  -4.3594
H  -5.8438  0.5900  -3.3396
H  -3.8244  0.9228  -1.9571
C  4.3015  -5.0979  -0.0989
O  3.0223  -4.5244  0.3342
H  4.3970  -6.1156  0.2640
H  4.3411  -5.0976  -1.1795
H  5.0940  -4.5126  0.3308
H  2.9045  -4.6185  1.2941
C  4.1866  0.1428  4.0540
O  4.6370  -1.1528  4.2795
H  3.5371  0.3976  4.8799
H  5.0130  0.8752  3.9105
H  3.5771  0.2320  3.1604
H  4.4695  -1.6675  3.4609
C  5.1185  1.9878  -1.6621
O  3.7030  1.8828  -2.0701
H  5.7524  1.2697  -2.2724
H  5.4423  3.0662  -1.7999
H  5.1795  1.7036  -0.6421
H  3.7283  1.5246  -2.9792
C  -2.0736  -5.8160  -1.2046
O  -1.5742  -5.3743  -2.4716
H  -1.3353  -5.9086  -0.3522
H  -2.8202  -5.0625  -0.8802
H  -2.5683  -6.7417  -1.4290
H  -0.8026  -4.7647  -2.2609
C  -1.4074  -3.2604  -5.1496
O  -2.4835  -3.8354  -4.4945
H  -1.3457  -2.1782  -4.9686
H  -0.4751  -3.6886  -4.8619
H  -1.4753  -3.4192  -6.2153
H  -2.1985  -4.5153  -3.8491
C  4.2101  -1.3296  0.2700
O  3.2006  -1.5668  -0.6857
H  5.1683  -1.8449  0.1482
H  4.4942  -0.2401  0.1786
H  3.7984  -1.5016  1.3226
H  2.6696  -2.2933  -0.3603
C  -1.9580  0.4370  -5.3771
O  -2.8281  -0.4632  -6.0528
H  -1.9743  1.4536  -5.7789
H  -2.2555  0.5191  -4.3208
H  -0.9565  0.0236  -5.4926
H  -3.7499  -0.4313  -5.7451
C  -2.2376  4.7186  3.6754
O  -0.9157  4.7900  4.1459
H  -2.9466  4.5471  4.5110
H  -2.6574  5.5868  3.1211
H  -2.3837  3.9096  2.9795
H  -0.7307  5.6991  4.3886
C  -0.3215  -4.2873  2.3734
O  0.1391  -3.1701  3.1098
H  -1.1504  -4.0893  1.6888
H  0.4608  -4.6509  1.6462
H  -0.7156  -5.0283  3.0533
H  0.3539  -2.3419  2.6487
C  1.0267  -1.0000  5.2728
O  -0.1944  -1.7560  5.3004
H  0.7638  -0.0383  4.8445
H  1.4910  -0.9725  6.2882
H  1.7731  -1.4334  4.6759
H  -0.2379  -2.3189  4.5329
C  -4.0853  -1.7418  2.4315
O  -3.2276  -1.7960  1.2887
H  -5.0958  -2.2978  2.2876
H  -3.6202  -2.2692  3.2629
H  -4.2777  -0.6805  2.6134
H  -2.9514  -2.7284  1.1721
C  -3.2925  -0.4168  5.5087
O  -2.3445  -0.2480  4.4782
H  -4.1717  -0.9326  5.0824
H  -2.8230  -1.0467  6.2946
H  -3.6235  0.5721  5.9760
H  -1.5246  -0.7022  4.6896
C  1.3923  2.1402  1.0758
O  1.3759  1.4056  2.2763
H  2.0848  1.7625  0.3393
H  0.4303  2.1426  0.5918
H  1.6191  3.1976  1.3155
H  1.1642  1.9186  3.1102
C  1.2917  3.7720  -6.9320
O  0.8551  2.6105  -6.2109
H  0.4180  4.3856  -7.2198
H  1.9784  4.3052  -6.2956
H  1.8866  3.3384  -7.8046
H  0.1826  2.8772  -5.6071
C  1.6684  -3.8440  -2.7929
O  1.0232  -4.1362  -1.5126
H  1.5389  -4.6924  -3.4802
H  1.1576  -2.9357  -3.1045
H  2.7729  -3.6566  -2.6427
H  1.6244  -4.7275  -0.9543
C  -0.7651  5.3572  -3.7905
O  -0.1292  5.0712  -2.6008
H  -0.5759  6.4374  -4.0415
H  -0.3191  4.7698  -4.6151
H  -1.8345  5.1888  -3.7367
H  0.1913  4.1451  -2.7147
C  4.0847  4.1242  1.5048
O  3.4923  4.7982  0.3465
H  3.3525  3.7371  2.2518
H  4.7189  3.2992  1.2210
H  4.6853  4.9136  1.9652
H  3.1792  4.1189  -0.2666
C  -3.3114  1.5334  1.6441
O  -3.5356  1.6561  3.0381
H  -2.8518  0.5534  1.4181
H  -4.2932  1.6021  1.1647
H  -2.6580  2.3690  1.2391
H  -2.8876  1.1446  3.5573
C  0.2943  -0.8697  0.3333
O  0.8710  -1.0752  1.6415
H  -0.4798  -0.0812  0.4164
H  1.0316  -0.6196  -0.3964
H  -0.2719  -1.7811  0.1473
H  1.3633  -0.2498  1.8977

## Properties
- Electronic energy: -3008.7790 hartree
- 2S+1: 1

Formula: C26H12CrF4N7OSe2Te2
Source: the OMol25 dataset
Level of theory: ωB97M-V with the def2-TZVPD basis set

Geometry (Å):
Cr  -0.7325  -0.1041  -1.4398
C  -2.4971  1.1367  2.3280
C  -1.9534  1.0193  0.9451
N  -1.5631  -0.0847  0.4198
N  -1.5702  -1.2547  1.1132
C  -0.9713  -2.1717  0.3772
O  -0.5694  -1.9997  -0.8292
C  -0.6950  -3.4949  1.0036
C  -1.7220  -4.1825  1.5092
C  -1.7410  -5.5723  1.9512
C  -0.7420  -6.4509  1.8679
C  0.6450  -6.1416  1.4014
C  1.2090  -4.8706  2.0627
C  -1.7874  2.1707  0.0517
C  -2.1801  3.4578  0.3849
C  -1.9483  4.4863  -0.5145
C  -1.3314  4.2090  -1.7204
C  -0.9779  2.8982  -1.9964
N  -1.2003  1.9098  -1.1353
H  -2.3773  0.1859  2.8395
H  -3.5569  1.4017  2.3055
H  -1.9627  1.9111  2.8812
H  -2.6748  -3.6664  1.5259
H  -2.6902  -5.9266  2.3350
H  -0.9139  -7.4700  2.1886
H  1.2795  -7.0208  1.4619
H  2.3000  -4.8814  2.0983
H  -2.6556  3.6471  1.3366
H  -2.2458  5.4978  -0.2693
H  -1.1325  4.9814  -2.4488
H  -0.4901  2.6183  -2.9222
Se  0.4204  -0.0917  -3.6653
Te  -1.2134  0.6300  -5.4444
Te  -3.3959  1.1576  -3.8817
Se  -2.9924  -0.7316  -2.3303
F  0.7404  -4.5587  3.3045
C  0.7310  -4.0080  0.8663
C  0.7142  -5.3510  0.0591
F  -0.3837  -5.5071  -0.7546
C  1.9244  -5.6149  -0.7983
C  2.7165  -4.5212  -1.1108
C  2.5702  -3.2381  -0.5550
F  3.4425  -2.3153  -0.9781
C  1.6939  -2.9335  0.4446
C  1.6417  -1.6350  1.0637
C  1.5127  -0.5380  0.2307
N  1.2242  0.3193  -0.5068
C  1.3120  -1.4622  2.4319
N  1.0720  -1.2845  3.5466
F  3.7382  -4.6770  -1.9515
C  2.1189  -6.9040  -1.2942
C  3.1945  -7.2944  -2.1422
N  4.0491  -7.6767  -2.8130
C  1.2205  -7.9552  -0.9545
N  0.5135  -8.8219  -0.6764

## Properties
- Electronic energy: -8239.4578 hartree
- 2S+1: 5
- Total charge: -1

Formula: C26H14AsF5N9ReS
Source: the OMol25 dataset
Level of theory: ωB97M-V with the def2-TZVPD basis set

Geometry (Å):
Re  -0.9027  -1.5913  -0.8919
N  0.1380  -4.5527  -2.2112
C  0.2769  -3.4367  -2.9767
N  0.8128  -3.3893  -4.1600
N  0.7558  -2.0698  -4.5176
N  0.2292  -1.3533  -3.6231
N  -0.1094  -2.1882  -2.5674
C  -0.3620  -4.5609  -0.9429
N  -0.5040  -5.6214  -0.1999
N  -1.0457  -5.1633  0.9616
N  -1.2366  -3.9117  0.9354
N  -0.7974  -3.4452  -0.2859
H  0.4430  -5.4335  -2.6011
F  -3.6217  4.4760  -1.6667
C  -3.5058  3.1897  -1.3951
C  -2.3583  2.5072  -1.7777
F  -1.3815  3.1268  -2.4206
C  -2.2696  1.1752  -1.4523
F  -1.1358  0.4842  -1.8151
C  -3.2512  0.4821  -0.7766
S  -3.0104  -1.2157  -0.3264
C  -4.3941  1.1816  -0.4183
F  -5.3642  0.5698  0.2466
C  -4.5225  2.5284  -0.7206
F  -5.6038  3.1933  -0.3528
C  2.6922  -2.2797  4.2915
C  3.3520  -1.2917  3.5712
C  2.7373  -0.7023  2.4785
C  1.4576  -1.1204  2.1231
C  0.7871  -2.1085  2.8351
C  1.4166  -2.6872  3.9273
As  0.6026  -0.2667  0.6493
C  1.8286  0.6706  -0.4731
C  2.8553  0.1475  -1.2400
C  3.5888  1.0131  -2.0392
C  3.2779  2.3671  -2.0643
C  2.2397  2.8802  -1.2980
C  1.4979  2.0307  -0.4895
C  0.3528  2.4239  0.3654
C  -0.1566  3.7091  0.5063
C  -1.2570  3.9282  1.3242
C  -1.8613  2.8811  2.0127
C  -1.3649  1.5907  1.8866
C  -0.2644  1.3851  1.0725
H  3.1795  -2.7381  5.1414
H  4.3470  -0.9806  3.8587
H  3.2488  0.0666  1.9124
H  -0.2007  -2.4421  2.5423
H  0.9102  -3.4618  4.4868
H  3.0879  -0.9103  -1.2216
H  4.3970  0.6315  -2.6476
H  3.8507  3.0332  -2.6952
H  2.0138  3.9374  -1.3405
H  0.2945  4.5394  -0.0207
H  -1.6477  4.9319  1.4297
H  -2.7128  3.0722  2.6521
H  -1.8291  0.7687  2.4187

## Properties
- Electronic energy: -4703.2427 hartree
- 2S+1: 2
- Total charge: +1

Formula: C26H16AlF15GeIS5
Source: the OMol25 dataset
Level of theory: ωB97M-V with the def2-TZVPD basis set

Geometry (Å):
Al  -0.0159  4.4096  0.1439
C  -1.7091  1.1875  1.5363
C  -2.8133  1.9789  0.8588
S  -2.2972  3.5412  0.0263
C  -2.3680  3.1470  -1.7394
C  -1.1494  2.5138  -2.3382
S  0.2255  3.7057  -2.2424
C  1.6205  2.5475  -2.3130
C  2.8469  3.0969  -1.6571
S  2.4555  4.3419  -0.3632
C  3.1719  3.8176  1.1926
C  2.2037  2.9735  1.9949
S  0.5083  3.6375  2.2053
H  -2.1167  0.2692  1.9549
H  -1.2950  1.8246  2.3350
H  -3.5614  2.3276  1.5969
H  -3.3769  1.3939  0.1353
H  -2.5850  4.1214  -2.1995
H  -3.2107  2.4754  -1.8066
H  -1.3535  2.3014  -3.4024
H  -0.8685  1.5828  -1.8228
H  1.7793  2.3560  -3.3777
H  1.3210  1.6288  -1.8073
H  3.5114  3.6268  -2.3404
H  3.4487  2.3251  -1.1719
H  3.4039  4.7258  1.7530
H  4.0922  3.2363  1.0161
H  2.5688  2.8809  3.0366
H  2.0869  1.9498  1.6114
I  -0.5371  6.9134  -0.2879
F  -3.3635  -1.0465  -0.8497
C  -2.5380  -1.4795  -1.8195
C  -1.2078  -1.7972  -1.5427
C  -0.4964  -2.3374  -2.6185
F  0.7857  -2.7307  -2.4765
C  -0.9965  -2.4462  -3.8890
F  -0.3081  -2.9567  -4.9181
C  -2.3279  -2.1318  -4.1074
F  -2.8502  -2.3318  -5.3037
C  -3.0996  -1.6318  -3.0847
F  -4.3790  -1.3644  -3.3416
Ge  -0.2808  -1.5421  0.3280
S  -0.3188  0.7119  0.4724
C  -1.0840  -2.2731  2.0822
C  -2.2531  -3.0127  1.9851
F  -2.7585  -3.3167  0.7652
C  -2.9580  -3.4299  3.1137
F  -4.1689  -3.9839  3.0287
C  -2.3935  -3.2683  4.3475
F  -3.0606  -3.7221  5.4330
C  -1.1563  -2.6289  4.4584
F  -0.5983  -2.5310  5.6796
C  -0.5012  -2.1972  3.3374
F  0.7880  -1.7574  3.4632
C  1.6688  -2.2349  0.2927
C  2.7964  -1.4319  0.2688
F  2.6547  -0.0739  0.1867
C  4.0916  -1.9239  0.2027
F  5.1485  -1.1243  0.0793
C  4.2750  -3.3026  0.2671
F  5.4895  -3.8599  0.1950
C  3.1816  -4.1593  0.3216
F  3.4358  -5.4728  0.3360
C  1.9323  -3.6073  0.3531
F  0.8641  -4.4418  0.4266

## Properties
- Electronic energy: -7106.1763 hartree
- 2S+1: 1
- Total charge: +1

Question: Look up the 2S+1 of the fifth one.
Answer: 1

Question: Among the records above, which one has the lowest electronic energy?
Answer: C26H12CrF4N7OSe2Te2

Question: The highest 2S+1 belongs to which entry?
Answer: C26H12CrF4N7OSe2Te2